Record 1
A cluster of 5 separate species, C25H58BClN7O8Si in total in a non-equilibrium geometry. Source: the Open Molecules 2025 dataset; level of theory: ωB97M-V/def2-TZVPD.

Last column: Löwdin charge in e.
Cartesian coordinates (Å):
H 3.977 0.588 0.526  0.1117
H 3.955 -2.004 -0.491  0.0901
H 5.571 1.453 0.540  0.1124
H 6.154 -0.485 1.618  0.0459
N -2.764 4.200 2.430  0.0074
O -2.980 1.981 2.660  0.0115
H -2.133 2.172 5.022  0.0862
O 5.832 -1.024 -0.458  -0.2453
C 5.055 -2.217 -0.687  -0.1075
C -1.469 -0.167 -2.820  -0.2660
H -5.815 0.867 1.106  0.0551
C -0.824 1.484 -1.320  -0.3258
H 0.118 -0.733 -6.012  0.1075
H -9.645 2.220 -4.675  0.1437
H -3.411 0.069 -3.383  0.1248
H -5.084 -1.577 -2.333  0.0427
H 4.860 3.320 -0.690  0.1119
O -2.966 -1.212 -5.439  0.1479
H -2.457 -0.419 0.803  0.0315
H -6.340 -1.132 -1.118  0.0598
H 4.632 -4.584 3.901  0.1282
N -1.006 -1.023 -3.745  -0.2649
C 4.139 2.465 -0.778  -0.1899
H -10.307 1.617 -6.975  0.0866
H 6.484 -1.683 5.262  0.0905
C -2.664 3.055 3.158  -0.5446
C 7.601 -6.111 3.789  -0.0077
C -10.244 0.860 -6.191  -0.0692
N 5.783 0.313 3.497  0.0089
C 6.623 -0.464 2.602  -0.0591
C 0.196 1.924 -0.208  -0.1001
H -0.001 1.406 0.774  0.1382
C -2.443 5.554 2.836  -0.0715
H -2.081 5.599 3.860  0.0768
H -9.873 -0.069 -6.617  0.0752
O -0.665 -1.275 -6.217  0.1473
H -3.110 4.051 1.494  0.1274
O 6.542 -4.390 2.507  0.0116
C 5.195 -0.084 4.656  -0.5583
H -3.773 2.219 -2.259  0.1526
H -11.241 0.694 -5.778  0.0874
H -8.500 -1.256 -5.133  0.0916
C 5.255 0.086 -1.199  -0.2158
H -2.823 3.795 5.163  0.0890
H -6.011 2.059 -0.317  0.0493
H -0.464 1.959 -2.293  0.1646
H -7.560 -0.326 -6.339  0.0879
H 5.590 1.275 3.259  0.1305
C -5.591 -0.683 -1.838  -0.1886
O 4.511 0.700 5.300  0.0182
C 1.683 1.782 -0.743  -0.2096
C 6.471 -5.181 3.439  -0.5527
Cl 0.331 -2.076 -3.421  0.8415
H -4.556 2.230 0.790  0.0105
H -6.156 -0.058 -2.598  0.0146
H 2.835 2.777 0.965  0.1225
H 4.392 -0.279 -1.839  0.1135
H 2.039 0.746 -0.434  0.1101
C -3.350 -0.927 0.333  -0.1874
H 4.893 -1.680 6.036  0.0840
H 4.176 -6.689 5.105  0.0843
O -7.628 1.376 -3.751  0.0023
H 5.375 -2.990 0.065  0.0904
H -3.238 -0.281 -5.577  0.1243
H 1.662 1.876 -1.864  0.1133
C 4.721 1.123 -0.134  -0.1820
C -2.158 3.163 4.572  -0.0057
H 5.892 -6.752 5.563  0.0760
N 5.343 -5.236 4.196  0.0017
H -1.676 5.945 2.164  0.0824
H -4.042 -1.211 1.179  0.0481
C 5.420 -1.504 5.099  -0.0109
B -1.583 -1.158 -5.138  -0.6201
H 7.954 -5.911 4.803  0.0875
H 2.443 3.882 -0.487  0.1177
C -3.113 1.370 -1.877  -0.3318
H -6.832 -0.778 -4.791  0.0636
N -2.611 0.662 -3.097  0.1189
H 3.931 2.264 -1.880  0.1052
H 8.427 -5.949 3.098  0.0854
N -9.386 1.360 -5.136  0.0083
H 7.594 0.032 2.525  0.0910
H 5.032 -2.196 4.348  0.0674
N -0.877 -0.020 -1.533  0.1703
H -3.070 -1.874 -0.221  0.0328
O -2.118 1.983 -1.059  -0.0814
H 0.113 -0.290 -1.506  0.1027
C -5.277 1.493 0.341  -0.1735
H 4.850 -5.460 6.198  0.0839
C 2.701 2.834 -0.153  -0.1914
H -1.145 3.571 4.579  0.0881
C -8.238 0.818 -4.658  -0.5466
H 7.275 -7.149 3.702  0.0871
H 6.766 -1.483 2.954  0.0704
H -3.342 6.166 2.743  0.0863
H 6.040 0.517 -1.878  0.1326
H -0.002 3.027 -0.016  0.1358
Si -4.328 0.290 -0.798  0.5806
H 5.230 -2.661 -1.714  0.0978
C -7.757 -0.469 -5.275  -0.0060
C 5.061 -6.091 5.332  -0.0716

Cartesian forces (eV/Å) of the 6 atoms listed first:
0.638 0.621 -0.687
1.134 -0.285 -0.432
-0.850 -0.691 -0.751
0.295 -0.253 0.093
0.129 -0.310 0.310
0.144 0.043 0.011

Computed properties:
Kohn-Sham gap   6.77 eV
Charge   +1


Record 2
A cluster of 3 separate species, C25H58BrN2O4PSi in total in a non-equilibrium geometry. Source: the Open Molecules 2025 dataset; level of theory: ωB97M-V/def2-TZVPD.

Last column: Löwdin charge in e.
Cartesian coordinates (Å):
H -3.947 5.537 0.007  0.0787
O 0.332 4.120 -0.946  -0.2185
C 5.751 -6.326 1.363  -0.1071
N -3.596 1.780 3.672  0.1295
C -1.369 2.927 3.426  -0.1797
H 5.232 -4.371 0.653  0.0859
H -7.743 5.433 0.308  0.0642
H -3.192 5.908 -2.350  0.0727
H -3.731 0.863 3.268  0.0928
C 4.827 -5.739 -0.943  -0.2330
H 0.755 -4.924 0.638  0.0830
C 0.350 -2.975 -0.243  -0.4031
O -1.861 1.295 5.117  0.0540
H -3.786 2.480 2.969  0.0487
C -4.654 5.897 -0.746  -0.2739
H 1.590 -2.602 2.100  0.1382
H 4.742 -4.909 -1.651  0.1005
H -8.291 6.275 -2.589  0.1037
C 1.150 -0.549 2.036  -0.2228
H -1.426 -1.930 0.526  0.0594
H 2.593 4.835 1.349  -0.0156
H -3.280 7.421 -1.445  0.0700
H -5.301 6.616 -0.237  0.1004
P 1.271 3.539 0.233  0.4316
Si 0.260 1.820 1.300  0.4809
H 2.562 3.491 -1.433  0.0728
H -1.714 -0.490 -2.575  0.0701
H 3.721 -0.575 1.441  0.0848
H -1.788 0.412 0.988  0.0557
C -0.002 2.290 3.086  -0.2168
H 1.557 -1.169 -0.551  0.1081
C -8.388 5.603 -0.554  -0.1115
H 1.693 -4.551 -0.822  0.0574
H 1.519 -0.356 3.045  0.1261
H 6.678 -5.024 -0.081  0.1003
H -2.065 1.216 -2.630  0.0640
H -1.191 3.732 4.139  0.1236
H -0.426 -0.375 -0.709  0.0651
H 0.160 1.460 3.767  0.0742
H 7.473 -6.691 -1.386  0.0978
C 6.938 -5.751 -3.249  -0.1118
H 7.054 -7.811 -2.661  0.1037
C 1.582 -2.087 0.032  -0.1357
H 0.079 -0.737 2.141  0.1036
N 1.609 4.612 1.301  -0.1916
H -4.538 7.024 -2.608  0.0662
C 3.398 -1.567 1.740  -0.0451
C 5.347 -6.978 -1.672  -0.2281
H 4.755 -6.577 1.734  0.0746
C -0.853 0.594 -0.941  -0.3359
H 5.293 -7.844 -1.006  0.1013
C 6.772 -6.856 -2.209  -0.2700
H -8.918 4.673 -0.770  0.0746
H 3.977 -2.342 1.249  0.0582
H -4.796 3.978 -1.700  0.0845
H 0.767 3.024 3.317  0.0685
H 6.716 -4.768 -2.833  0.0643
C -3.874 6.602 -1.853  -0.1060
H -0.039 -4.963 -0.937  0.0779
C -7.595 6.071 -1.772  -0.2699
C -1.290 1.186 0.412  -0.6857
C -0.826 -2.817 0.724  -0.0717
C -2.265 1.934 4.147  -0.4891
H 2.447 -2.633 -0.343  0.0992
H -7.105 7.021 -1.546  0.0979
C -5.474 4.708 -1.244  -0.2472
O 1.395 0.609 1.231  -0.2200
H -1.498 -3.663 0.584  0.0801
O 2.510 2.974 -0.622  -0.1695
C 5.670 -5.287 0.248  -0.2628
H 6.334 -5.947 2.203  0.0694
H -0.344 4.680 -0.557  0.0402
C 0.721 -4.460 -0.346  -0.0680
H -5.921 4.202 -0.384  0.1000
H -6.109 5.420 -3.179  0.1015
H -9.129 6.350 -0.266  0.0687
H -1.869 3.378 2.578  0.0273
H -0.113 1.245 -1.402  0.0968
C 1.897 -1.748 1.491  -0.3452
H -7.086 4.126 -2.531  0.1098
H 7.961 -5.724 -3.625  0.0685
H -0.535 -2.830 1.769  0.0727
C -6.567 5.050 -2.257  -0.2275
H 6.273 -5.916 -4.100  0.0743
H 3.808 -5.943 -0.598  0.0982
C -1.983 0.368 -1.961  -0.1247
H -0.034 -2.678 -1.221  0.1212
Br -2.551 2.667 0.112  0.7704
H 3.575 -1.672 2.810  0.0818
H -2.934 0.151 -1.487  0.0631
H 6.228 -7.247 1.024  0.0651
H 4.672 -7.199 -2.505  0.1096

Cartesian forces (eV/Å) of the 6 atoms listed first:
-0.022 0.022 0.040
0.169 -0.479 -0.340
0.066 0.084 -0.023
1.007 0.449 -0.101
0.063 0.170 0.711
0.030 0.023 -0.015

Computed properties:
Kohn-Sham gap   9.37 eV
Charge   0
Structure (SMILES)   CC[C@H](Br)[Si@@](CCC(N)=O)(OC[C@H](C)CC(C)C)P(=N)(O)O.CCCCCC.CCCCCC